No. 1
This record from the Open Molecules 2025 dataset describes C31H21I2N6O6PTa as an isolated structure. The level of theory is ωB97M-V/def2-TZVPD.

Structure (XYZ):
```
68
Properties=species:S:1:pos:R:3:forces:R:3:mulliken_charge:R:1
C -0.2840 2.2162 -2.7835 -0.042 -0.064 0.165 -1.0968
H 0.1305 4.5885 0.1063 -0.052 -0.035 0.017 0.4486
C -3.0259 4.3197 1.3106 -0.014 0.004 0.000 -0.5671
C -4.2455 -0.9834 -0.8012 -0.074 -0.112 -0.056 0.1045
C -1.2738 -3.6410 -0.0938 0.136 -0.103 -0.071 0.3833
N -2.2469 -1.3833 -2.0062 0.706 0.183 0.051 -0.9547
N -4.6054 -3.3784 -3.4027 0.175 0.197 0.176 -0.3920
H -1.7247 -0.7345 3.8904 0.050 0.005 -0.035 0.5443
P 0.0766 1.8784 -1.0183 -0.048 -0.027 -0.125 1.8546
C 1.6967 2.5906 -0.6901 0.133 -0.119 0.074 0.4182
H 0.5256 -0.4561 4.8804 0.000 0.001 -0.052 0.2629
Ta 0.1460 -0.8314 -1.2872 1.066 -1.615 -0.062 1.6073
H 1.2118 -5.3133 -2.6351 -0.038 0.026 0.040 0.5345
N -0.3078 -2.9252 -0.7713 -0.278 0.041 0.143 -0.0002
C 3.8271 3.4380 -1.4235 0.017 0.035 -0.024 -0.8131
H 1.4767 2.3433 1.4451 0.022 0.059 -0.045 0.7394
C 2.5521 2.9722 -1.7211 0.064 -0.006 -0.024 -0.7480
N -1.2174 -5.0198 -0.3039 0.078 -0.245 -0.056 0.1136
H -1.9737 -0.8364 1.4121 0.024 -0.032 0.014 0.3923
C 4.2513 3.5150 -0.1046 -0.006 0.038 0.014 -0.6834
C -0.8302 4.1416 0.3358 -0.073 0.056 -0.015 -0.6015
C 2.8874 -0.2545 3.3723 0.004 0.041 0.064 -0.1226
O -1.7771 -0.5114 -1.0821 -0.946 0.320 0.362 0.8944
C 2.1345 2.6520 0.6368 0.036 0.096 -0.013 -0.4738
H -3.7701 4.9029 1.8412 0.059 -0.042 -0.039 0.4099
H -2.5877 1.2530 -0.0385 -0.006 0.046 -0.019 -0.1229
H 5.2465 3.8814 0.1216 -0.076 -0.036 -0.014 0.4054
H -1.3662 2.1160 -2.8900 -0.077 0.009 0.001 0.5365
C -0.3370 -5.5765 -1.1899 -0.422 -0.151 0.355 0.1123
H 2.2453 2.9028 -2.7601 0.039 0.038 0.099 0.2827
H -1.5683 5.8985 1.3127 -0.018 -0.060 -0.017 0.4330
H 4.4903 3.7361 -2.2290 -0.078 -0.029 0.096 0.4478
H -2.5286 -5.3648 1.2852 -0.005 0.087 0.111 0.3267
C 3.6151 -0.3101 1.0575 0.439 -0.045 0.054 -0.3526
C 1.2955 -0.5352 1.5957 -0.585 -0.072 -0.075 0.1993
C 0.5425 -4.8646 -1.9178 0.227 0.101 -0.163 -1.3808
O -2.1195 -3.1386 0.6227 0.186 0.052 -0.166 -0.6167
C -2.3593 2.2695 0.2477 0.064 0.089 0.099 0.0396
C 0.3630 1.1492 -3.6367 -0.133 -0.299 0.611 0.3789
H -0.4060 -6.6526 -1.2848 -0.027 0.011 0.031 0.4221
C 1.5357 -0.4344 2.9656 -0.100 -0.009 0.228 0.5501
N -4.8202 -0.4461 0.0365 0.156 -0.119 -0.213 -0.4484
I 5.1361 -0.1957 -0.3413 -0.011 -0.053 0.044 0.1370
O 0.9090 1.3064 -4.6716 0.081 -0.066 -0.234 -0.5321
H -4.2738 2.5711 1.1593 0.085 0.035 -0.031 0.5165
C 2.3327 -0.4865 0.6569 -0.480 0.021 -0.762 0.2781
C 3.8888 -0.1934 2.4437 -0.005 0.025 -0.106 -0.2547
C -2.1935 -5.8746 0.3936 0.164 0.057 -0.197 -1.0540
O 1.1735 -2.5748 -2.3285 -0.631 0.404 0.327 -0.6410
O 0.2534 -0.0891 -3.0250 0.211 0.583 -0.735 -0.6841
C -3.4794 -1.6266 -1.8530 -0.998 -0.360 -0.059 1.0217
H -3.0527 -6.0744 -0.2438 -0.017 0.021 -0.036 0.3283
O 1.9077 -0.6055 -0.6312 0.928 0.113 0.742 -0.6834
H -1.7103 -6.8095 0.6631 0.012 -0.021 -0.003 0.3950
C -1.1152 2.8327 -0.0541 -0.129 -0.091 0.031 0.5986
C -0.9990 -0.7362 1.8696 0.035 0.148 -0.095 0.1280
H 3.7393 3.1742 1.9595 -0.032 -0.001 -0.089 0.4714
C -3.3115 3.0151 0.9275 -0.002 0.004 0.025 -0.8938
C 0.3988 -0.5176 3.8060 0.129 0.031 0.110 -0.8895
H 0.0076 3.2063 -3.1065 0.022 0.201 -0.095 0.5718
N 0.0372 -0.6715 1.0592 0.184 0.080 -0.372 0.4809
H 4.9119 -0.0421 2.7614 -0.019 -0.031 -0.032 0.4164
C -1.7895 4.8804 1.0151 0.041 -0.013 0.003 -0.7357
C -0.8451 -0.6695 3.2638 -0.127 -0.013 0.050 -1.5189
C 0.5105 -3.4678 -1.7053 0.136 0.491 -0.098 1.1094
C -4.0953 -2.5938 -2.7356 -0.129 0.085 0.101 -0.2443
C 3.4064 3.1192 0.9283 -0.025 0.049 -0.045 -0.9428
I 3.3773 -0.0500 5.3845 -0.004 -0.008 0.036 0.1537
```
Positions in Å, forces in eV/Å.

Output
- lowest unoccupied orbital energy (eV) = -3.7
- E_HOMO (eV) = -11.126
- net charge = +1
- HOMO-LUMO gap (eV) = 7.41

No. 2
This record from the Open Molecules 2025 dataset describes C19H35O4ReS3Si3 as an isolated structure. The level of theory is ωB97M-V/def2-TZVPD.

Structure (XYZ):
```
65
Properties=species:S:1:pos:R:3:forces:R:3:lowdin_spin:R:1
H -1.0889 3.0430 0.0853 0.011 0.012 -0.015 0.0009
H 1.3693 -0.1103 -4.1924 0.001 0.010 -0.005 0.0005
H 1.9530 1.8460 -2.0533 0.006 0.021 0.019 0.0000
H 1.4174 -2.2594 4.0175 0.016 0.007 -0.006 0.0001
C -1.2255 1.8954 -5.0507 0.030 0.058 0.060 0.0018
H -3.7078 -0.7590 2.5421 0.003 -0.002 -0.003 -0.0001
Re -0.8723 -0.9502 -0.0326 1.012 -1.398 0.964 0.8552
H -1.8617 -0.2301 4.6478 0.021 0.020 0.011 0.0000
Si 0.9287 1.5716 0.1625 0.050 -0.004 0.226 0.0028
H 0.3862 -2.7337 2.6709 -0.009 -0.009 0.045 0.0002
H 2.0829 0.1506 -1.5916 0.001 0.002 -0.023 0.0008
H 3.1813 -0.3113 4.1191 -0.007 0.001 -0.002 -0.0002
H -3.8892 0.9279 1.9834 0.009 0.004 -0.007 -0.0002
C -1.8068 0.5036 -3.1799 -0.032 -0.061 -0.045 0.0038
O -1.0791 3.0411 -7.1911 0.056 0.024 0.023 0.0001
O -2.4385 3.8393 -5.6404 -0.033 -0.023 -0.007 0.0004
H 3.3954 0.9927 2.9639 -0.015 0.014 0.014 0.0000
H -1.4775 1.5458 -0.7184 0.009 0.013 -0.041 0.0024
C -1.0968 2.2639 3.0499 -0.190 0.018 -0.022 0.0078
H 2.0726 -3.2241 2.7019 0.007 0.012 -0.003 0.0001
H 3.1564 1.3390 -0.8699 -0.008 0.051 -0.016 0.0000
C 2.6645 0.2931 3.3698 0.110 -0.026 -0.052 -0.0011
H -1.1746 2.9529 2.2115 0.028 0.011 0.012 0.0000
H -0.5137 2.2737 -7.3379 -0.046 -0.021 -0.015 0.0000
H -3.1143 1.9663 -4.0611 -0.002 -0.008 -0.008 0.0000
O -2.1229 0.0038 1.4312 -0.148 0.375 -0.168 0.0239
C -0.6713 2.2722 -0.5654 0.019 0.046 0.019 0.0092
H 2.0227 3.7273 0.5464 0.011 -0.014 -0.007 -0.0001
C -1.0889 -3.8446 0.0602 0.054 -0.245 0.056 0.0122
H -0.4823 2.7255 -1.5404 -0.002 0.007 0.002 0.0004
S -0.0651 -1.3671 -2.0838 -0.474 0.689 -0.492 0.0301
H 1.9052 0.8812 3.8926 0.004 -0.013 0.016 0.0000
C -0.2456 -6.0312 -0.1958 0.028 0.022 0.025 -0.0006
H -0.1287 -0.5369 4.6674 -0.009 0.034 0.007 0.0000
C -1.6428 3.0093 -5.9690 0.008 -0.001 -0.024 0.0002
H -2.5384 0.1589 -2.4581 -0.003 -0.012 -0.006 0.0008
C 0.4233 0.0662 1.2783 0.568 -0.142 -0.541 0.0118
C -2.1422 1.4924 -4.0853 0.001 0.015 0.012 0.0001
C -3.5321 -0.0661 1.7196 0.025 -0.033 0.083 0.0008
H 3.8105 -0.3447 0.4872 -0.011 0.001 -0.009 0.0000
C -0.5362 -0.0623 -3.2044 0.040 -0.010 0.005 0.0078
H -0.7007 -6.9800 -0.4523 0.001 -0.004 0.008 0.0001
H 0.7763 1.6305 -5.8146 -0.004 0.003 -0.001 -0.0001
H 0.2985 -6.1031 0.7442 -0.005 0.008 0.004 0.0000
H -0.2602 2.5848 3.6753 -0.010 -0.029 0.024 0.0001
H -1.2005 -1.6226 3.7837 0.018 -0.003 0.012 0.0000
S -2.3636 -2.7466 0.3135 -0.569 0.116 -0.109 0.0199
C 0.0351 1.3103 -5.0915 0.009 -0.007 -0.005 -0.0004
C 3.2391 -1.2281 0.7718 0.009 -0.059 0.033 0.0003
Si -0.8570 0.4979 2.5438 -0.058 0.065 -0.320 0.0140
H 0.4108 -5.6852 -0.9926 -0.027 -0.006 -0.029 -0.0004
C 1.3890 -2.4047 2.9362 0.050 -0.005 0.028 0.0013
H 2.8354 -1.6712 -0.1409 0.025 0.010 -0.011 0.0000
C 0.3826 0.3348 -4.1693 0.005 0.009 0.025 0.0024
H 1.2361 3.2213 2.0390 0.020 0.014 0.004 0.0000
H 2.7627 2.4841 1.5518 0.016 0.017 -0.042 0.0001
H -2.0036 2.3618 3.6529 0.018 -0.009 0.021 0.0005
C 2.1355 1.1688 -1.2153 0.046 -0.047 0.029 0.0008
C 1.8103 2.8653 1.1852 -0.169 0.106 0.019 -0.0004
C -1.0215 -0.5790 4.0420 -0.133 -0.067 -0.026 0.0003
H -4.0545 -0.4124 0.8311 0.000 0.010 -0.005 0.0005
S 0.4024 -3.0980 0.0040 -0.198 0.325 0.034 -0.0172
Si 1.9311 -0.8264 2.0474 -0.248 0.117 0.166 0.0024
O -1.3510 -5.1080 -0.0347 0.068 -0.017 0.058 0.0038
H 3.9416 -1.9462 1.2026 0.000 0.008 0.001 0.0001
```
Positions in Å, forces in eV/Å.

Output
- expectation value of S² = 0.76
- lowest unoccupied orbital energy (alpha / beta) (eV) = -4.2 / -4.6
- E_HOMO (alpha / beta) (eV) = -11.439 / -11.276
- net charge = +1
- 2S+1 = 2
- HOMO-LUMO gap (alpha / beta) (eV) = 7.21 / 6.66

The following strongest force on any atom values (in eV/Å) correspond, in order, to the records above: 1.94 1.98.
The following DFT total energy values (in Eh) correspond, in order, to the records above: -2967.6379 -3187.1723.
The following ΔE to the lowest compared entry with this formula, charge and spin values (in kJ/mol) correspond, in order, to the records above: 0.0 75.8.